Record 1
Density functional theory data (wB97M-V/def2-TZVPD) for a 2-piece molecular cluster, C3H11NO2 overall in a non-equilibrium geometry.

Calculated values
- energy above the lowest of the compared OMol25 structures with the same formula, charge and spin (kcal/mol) = 24.3
- highest occupied orbital energy (eV) = -9.99
- SMILES = CCNCO.O
- E_tot (a.u.) = -326.092794
- gap between HOMO and LUMO (eV) = 10.69

```
17
C3H11NO2, DFT wB97M-V/def2-TZVPD
C -0.12 0.28 1.23
O 1.14 -2.36 -1.61
H -0.58 -0.09 -2.30
H 0.64 0.34 3.11
H -0.62 -0.66 1.42
C 1.02 0.48 2.14
N 0.16 0.11 -0.25
O -1.62 1.46 -1.24
H -1.61 -0.63 -1.04
C -0.96 0.14 -1.24
H -2.38 1.36 -1.80
H 1.99 -0.13 2.02
H 1.32 1.53 2.11
H -0.83 1.02 1.51
H 0.84 -1.57 -1.06
H 0.72 0.97 -0.50
H 0.89 -2.23 -2.50
```

The computed Löwdin charges, all in e, follow: atom 1 (C): -0.2899, atom 2 (O): -0.0870, atom 3 (H): 0.1352, atom 4 (H): 0.0549, atom 5 (H): 0.1111, atom 6 (C): -0.1119, atom 7 (N): -0.0703, atom 8 (O): -0.0641, atom 9 (H): 0.0819, atom 10 (C): -0.2410, atom 11 (H): 0.0589, atom 12 (H): 0.1112, atom 13 (H): 0.0726, atom 14 (H): 0.1013, atom 15 (H): 0.0173, atom 16 (H): 0.1332, atom 17 (H): -0.0134



Record 2
Density functional theory data (wB97M-V/def2-TZVPD) for an isolated ion of composition C3H7OS2 and charge -1 in a non-equilibrium geometry.

Calculated values
- energy above the lowest of the compared OMol25 structures with the same formula, charge and spin (kcal/mol) = 17.1
- highest occupied orbital energy (eV) = -2.40
- SMILES = [O-]CCCSS
- charge = -1
- E_tot (a.u.) = -990.102793
- gap between HOMO and LUMO (eV) = 5.18

```
13
C3H7OS2, DFT wB97M-V/def2-TZVPD
H -3.96 -0.44 -0.89
O 2.84 0.79 0.14
H 1.97 0.04 1.85
H -0.02 1.10 -1.17
H 0.28 -1.20 0.78
H 1.12 1.39 1.18
H 1.21 -0.99 -0.66
C -0.42 0.37 -0.46
C 1.76 0.51 0.86
S -3.02 -1.30 -0.47
C 0.74 -0.43 0.14
H -1.04 0.81 0.31
S -1.44 -0.64 -1.61
```

The computed Löwdin charges, all in e, follow: atom 1 (H): -0.2296, atom 2 (O): -0.3499, atom 3 (H): 0.0651, atom 4 (H): 0.0623, atom 5 (H): 0.0861, atom 6 (H): 0.0755, atom 7 (H): 0.0830, atom 8 (C): -0.5765, atom 9 (C): -0.5959, atom 10 (S): 0.2403, atom 11 (C): -0.2928, atom 12 (H): 0.0582, atom 13 (S): 0.3741



Record 3
Density functional theory data (wB97M-V/def2-TZVPD) for an isolated ion of composition C4H11N2S and charge +1 in a non-equilibrium geometry.

Calculated values
- energy above the lowest of the compared OMol25 structures with the same formula, charge and spin (kcal/mol) = 60.9
- highest occupied orbital energy (eV) = -13.94
- SMILES = CC[C@]1(S)NC[NH2+]1
- charge = +1
- E_tot (a.u.) = -666.370934
- gap between HOMO and LUMO (eV) = 10.59

```
18
C4H11N2S, DFT wB97M-V/def2-TZVPD
N -0.94 -0.79 0.65
H 1.60 -1.00 -0.29
H -1.53 -2.28 -0.78
H 2.74 0.21 1.66
C -1.61 -1.24 -0.53
H -0.26 -0.90 -2.06
H 1.71 1.68 1.34
C 1.81 0.49 1.28
H 1.11 0.24 2.00
S -1.02 1.79 0.24
H 0.15 2.49 -0.23
H -1.49 -0.75 1.52
C -0.26 0.21 0.05
C 1.35 0.05 -0.06
H -1.46 0.38 -1.90
H 1.59 0.67 -0.82
H -2.63 -0.90 -0.68
N -0.85 -0.36 -1.41
```

The computed Löwdin charges, all in e, follow: atom 1 (N): 0.0030, atom 2 (H): 0.1378, atom 3 (H): 0.1355, atom 4 (H): 0.0721, atom 5 (C): -0.1644, atom 6 (H): 0.1807, atom 7 (H): 0.1280, atom 8 (C): -0.0980, atom 9 (H): 0.0394, atom 10 (S): 0.8948, atom 11 (H): -0.0158, atom 12 (H): 0.1635, atom 13 (C): -0.7734, atom 14 (C): -0.1770, atom 15 (H): 0.1815, atom 16 (H): 0.0642, atom 17 (H): 0.1412, atom 18 (N): 0.0867



Record 4
Density functional theory data (wB97M-V/def2-TZVPD) for a 2-piece molecular cluster, C6H12O overall.

Calculated values
- energy above the lowest of the compared OMol25 structures with the same formula, charge and spin (kcal/mol) = 34.8
- highest occupied orbital energy (eV) = -9.37
- SMILES = C=CCC.CC=O
- E_tot (a.u.) = -311.003867
- gap between HOMO and LUMO (eV) = 10.46

```
19
C6H12O, DFT wB97M-V/def2-TZVPD
O 1.56 1.79 -0.73
H 3.19 -0.26 0.23
H -1.96 -2.00 -1.14
C -1.23 -1.55 -0.46
C -0.67 1.75 1.28
H -1.16 0.55 -1.06
C -1.54 -0.06 -0.23
H 1.59 0.32 -2.10
H 1.53 -0.40 0.81
H -0.38 2.11 2.26
C -1.06 0.49 1.08
H -0.62 2.46 0.46
H -1.26 -2.11 0.48
C 2.16 -0.45 -0.08
H -0.24 -1.70 -0.90
C 1.73 0.63 -1.05
H 2.10 -1.44 -0.54
H -1.08 -0.19 1.93
H -2.63 0.06 -0.25
```

The computed Löwdin charges, all in e, follow: atom 1 (O): 0.0241, atom 2 (H): 0.0867, atom 3 (H): 0.0690, atom 4 (C): -0.1086, atom 5 (C): -0.0115, atom 6 (H): 0.1022, atom 7 (C): -0.2645, atom 8 (H): 0.1177, atom 9 (H): 0.0728, atom 10 (H): 0.0576, atom 11 (C): -0.2202, atom 12 (H): 0.0593, atom 13 (H): 0.0722, atom 14 (C): -0.0566, atom 15 (H): 0.0477, atom 16 (C): -0.3233, atom 17 (H): 0.0684, atom 18 (H): 0.0989, atom 19 (H): 0.1080



Record 5
Density functional theory data (wB97M-V/def2-TZVPD) for C15H15F15N5O15S5Zn2 as an isolated structure in a non-equilibrium geometry.

Calculated values
- energy above the lowest of the compared OMol25 structures with the same formula, charge and spin (kcal/mol) = 0.0
- highest occupied orbital energy (eV) = -7.56
- charge = -1
- E_tot (a.u.) = -9029.940283
- gap between HOMO and LUMO (eV) = 2.09

```
72
C15H15F15N5O15S5Zn2, DFT wB97M-V/def2-TZVPD
N -6.10 21.51 -0.02
C -4.45 27.48 -4.77
N 0.06 12.91 -8.66
F 3.52 24.91 -10.04
S -6.93 15.75 1.71
F -2.27 16.83 -6.17
C -5.15 22.02 0.51
C -4.01 22.72 1.16
C -5.11 15.35 2.40
C 2.24 14.22 -9.21
O 0.70 25.56 -9.97
F -4.27 28.75 -4.38
F 2.67 23.72 -8.47
C 2.19 24.40 -2.32
C 1.01 13.44 -8.94
H -4.23 22.61 2.22
H -8.05 11.71 -6.69
F -0.43 18.08 -6.08
H 1.74 23.47 -1.97
S -2.64 19.20 -4.99
O -3.10 28.05 -6.94
F -3.44 26.72 -4.24
F -11.05 23.17 -8.11
F -5.05 15.33 3.72
F -4.35 16.39 2.05
N -4.57 18.32 -11.31
H 3.28 24.33 -2.30
H 2.56 14.61 -8.25
O -7.56 16.78 2.56
S -9.24 21.42 -7.40
O -3.07 19.75 -6.33
H -4.64 15.52 -12.57
O -9.74 20.50 -8.39
O -4.17 25.88 -6.96
F -4.64 14.34 1.76
C -10.62 22.68 -6.95
Zn -7.69 18.40 -3.08
O 0.86 24.24 -11.92
F -11.64 22.17 -6.32
H -8.92 12.86 -7.91
S 0.91 24.22 -10.46
O 0.05 23.23 -9.83
O -6.77 16.33 0.39
S -4.28 27.28 -6.62
H -3.70 23.75 0.95
C -4.82 17.16 -11.43
C 2.65 23.86 -9.82
F 3.16 22.72 -10.38
H 3.07 13.54 -9.42
N -7.68 14.70 -5.84
O -5.44 27.98 -7.19
C 1.61 25.57 -1.57
O -8.97 20.89 -6.04
C -5.03 15.73 -11.58
O -8.11 22.24 -7.94
F -10.00 23.75 -6.30
H 1.85 24.47 -3.35
H -6.11 15.64 -11.72
H -3.15 22.16 0.78
C -1.51 17.62 -5.35
H 2.25 14.99 -9.98
O -7.48 14.42 1.79
O -1.98 20.10 -4.06
F -5.60 27.02 -4.28
H -7.22 12.29 -7.99
F -1.28 16.82 -4.31
C -8.03 12.59 -7.33
H -4.64 15.03 -10.85
C -7.81 13.76 -6.49
N 1.10 26.39 -1.02
O -3.79 18.61 -4.29
Zn -4.17 22.36 -9.34
```

The computed Löwdin charges, all in e, follow: atom 1 (N): 0.1000, atom 2 (C): -0.6290, atom 3 (N): 0.1241, atom 4 (F): 0.0887, atom 5 (S): 0.5206, atom 6 (F): 0.0803, atom 7 (C): -0.2509, atom 8 (C): -0.0748, atom 9 (C): -0.6916, atom 10 (C): -0.0685, atom 11 (O): -0.2316, atom 12 (F): 0.1379, atom 13 (F): 0.1020, atom 14 (C): -0.0599, atom 15 (C): -0.2861, atom 16 (H): 0.0782, atom 17 (H): 0.0831, atom 18 (F): 0.0849, atom 19 (H): 0.0745, atom 20 (S): 0.5504, atom 21 (O): -0.1970, atom 22 (F): 0.0992, atom 23 (F): 0.1137, atom 24 (F): 0.1501, atom 25 (F): 0.1122, atom 26 (N): 0.1105, atom 27 (H): 0.0731, atom 28 (H): 0.0777, atom 29 (O): -0.2791, atom 30 (S): 0.5258, atom 31 (O): -0.3349, atom 32 (H): 0.0820, atom 33 (O): -0.2913, atom 34 (O): -0.2308, atom 35 (F): 0.1852, atom 36 (C): -0.6271, atom 37 (Zn): 0.8968, atom 38 (O): -0.2431, atom 39 (F): 0.1642, atom 40 (H): 0.0856, atom 41 (S): 0.5001, atom 42 (O): -0.2687, atom 43 (O): -0.2925, atom 44 (S): 0.5176, atom 45 (H): 0.0830, atom 46 (C): -0.2709, atom 47 (C): -0.5629, atom 48 (F): 0.1006, atom 49 (H): 0.0722, atom 50 (N): 0.1224, atom 51 (O): -0.2213, atom 52 (C): -0.2818, atom 53 (O): -0.3528, atom 54 (C): -0.0790, atom 55 (O): -0.3355, atom 56 (F): 0.0732, atom 57 (H): 0.0759, atom 58 (H): 0.0818, atom 59 (H): 0.0781, atom 60 (C): -0.5547, atom 61 (H): 0.0811, atom 62 (O): -0.2843, atom 63 (O): -0.2760, atom 64 (F): 0.1436, atom 65 (H): 0.0806, atom 66 (F): 0.1469, atom 67 (C): -0.0751, atom 68 (H): 0.0898, atom 69 (C): -0.2845, atom 70 (N): 0.1185, atom 71 (O): -0.3081, atom 72 (Zn): 0.8774